Record 1
81
Properties=species:S:1:pos:R:3:mulliken_charge:R:1 method="wB97M-V/def2-TZVPD" e_lumo_ev=-8.84 homo_lumo_gap_ev=3.534 charge=+2 e_homo_ev=-12.371
V 0.163 1.556 1.141 -0.41
O -4.484 4.570 3.614 -0.47
C -3.521 3.911 3.014 0.76
C -3.320 3.906 1.620 -0.48
C -2.272 3.179 1.133 0.42
N -1.453 2.484 1.926 0.54
C -1.646 2.470 3.252 0.45
C -2.656 3.163 3.845 -0.70
C -0.626 1.581 3.884 0.25
O -0.444 1.354 5.027 -0.50
O 0.125 1.047 2.868 -0.29
C -1.859 2.989 -0.293 0.16
O -2.442 3.331 -1.263 -0.51
O -0.692 2.294 -0.282 -0.53
H -5.057 5.065 3.010 0.35
H -3.965 4.444 0.936 0.52
H -2.799 3.143 4.918 0.64
Cl -6.044 0.874 -1.437 -0.21
C -4.661 -0.022 -1.966 0.20
C -3.628 0.635 -2.608 -1.36
C -2.518 -0.096 -3.001 0.08
C -2.415 -1.465 -2.773 0.65
C -1.146 -2.170 -3.221 -0.72
C -0.357 -2.793 -2.048 -1.67
N -0.452 -1.947 -0.853 0.53
C -1.224 -2.231 0.256 -1.21
C -1.211 -1.129 1.041 -0.80
N -0.468 -0.160 0.380 1.88
C -0.011 -0.703 -0.751 -0.70
O -1.373 -3.207 -4.136 -0.35
C -0.967 -2.903 -5.477 -0.87
C -1.673 -1.703 -6.037 0.24
C -3.021 -1.519 -6.071 0.80
Cl -4.234 -2.625 -5.556 -0.16
S -3.480 -0.008 -6.741 -0.15
C -1.837 0.409 -7.003 -0.46
C -0.993 -0.570 -6.590 -0.77
C -3.488 -2.095 -2.147 0.96
Cl -3.476 -3.801 -1.834 -0.16
C -4.608 -1.387 -1.739 -0.84
H -3.697 1.694 -2.811 0.62
H -1.719 0.408 -3.536 0.46
H -0.525 -1.390 -3.678 0.58
H 0.689 -2.933 -2.314 0.32
H -0.790 -3.756 -1.797 0.57
H -1.731 -3.174 0.366 0.58
H -1.684 -0.955 1.990 0.73
H 0.645 -0.214 -1.454 0.46
H -1.174 -3.807 -6.046 0.34
H 0.114 -2.726 -5.491 0.37
H -1.589 1.352 -7.465 0.47
H 0.084 -0.513 -6.681 0.41
H -5.430 -1.899 -1.258 0.55
C 4.771 -2.971 6.035 -1.49
C 4.345 -2.290 4.767 0.87
C 3.219 -1.471 4.737 -1.00
C 2.835 -0.825 3.574 -0.10
C 3.600 -1.007 2.430 0.45
C 4.731 -1.821 2.425 -1.00
C 5.089 -2.458 3.594 -0.81
S 3.193 -0.213 0.938 1.11
O 3.279 -1.063 -0.203 -0.80
O 1.855 0.389 1.172 -0.10
N 4.305 0.946 0.744 -0.19
C 4.293 2.171 1.538 -0.79
C 3.659 3.357 0.779 -0.67
C 2.336 2.887 0.290 0.60
O 1.324 2.884 1.234 0.07
O 2.124 2.330 -0.751 -0.40
H 3.963 -3.008 6.763 0.38
H 5.605 -2.429 6.486 0.32
H 5.112 -3.987 5.838 0.39
H 2.630 -1.339 5.636 0.44
H 1.954 -0.200 3.556 0.51
H 5.308 -1.958 1.519 0.48
H 5.960 -3.101 3.603 0.44
H 4.667 0.976 -0.202 0.31
H 5.310 2.432 1.823 0.43
H 3.740 1.969 2.457 0.28
H 4.261 3.623 -0.088 0.37
H 3.572 4.217 1.442 0.37

***

Record 2
73
Properties=species:S:1:pos:R:3:mulliken_charge:R:1 method="wB97M-V/def2-TZVPD" e_lumo_ev=2.43 homo_lumo_gap_ev=6.544 charge=-1 e_homo_ev=-4.113
Sn 1.273 2.126 -0.402 0.81
O 3.792 1.443 -0.251 -0.65
Cl 3.675 0.408 0.802 1.19
O 4.828 0.532 1.686 -0.70
O 2.459 0.787 1.592 -0.58
O 1.822 -0.870 -1.200 -0.52
C 1.129 -0.234 -0.424 -0.31
Ge 0.712 -1.218 1.362 1.63
C -0.601 -2.746 1.149 -0.32
C -0.846 -3.519 2.277 -0.50
C -1.694 -4.608 2.233 -0.73
C -2.329 -4.938 1.047 -0.48
C -2.114 -4.165 -0.080 -0.36
C -1.253 -3.080 -0.028 -0.12
C 2.326 -2.273 1.880 0.05
C 2.825 -3.106 0.883 -0.24
C 3.996 -3.820 1.060 -0.72
C 4.685 -3.729 2.256 -0.45
C 4.197 -2.910 3.259 -0.61
C 3.033 -2.183 3.070 0.17
C -0.260 -0.083 2.673 0.12
C -1.594 0.196 2.398 -0.35
C -2.334 1.015 3.230 -0.65
C -1.745 1.565 4.357 -0.49
C -0.413 1.310 4.629 -0.76
C 0.326 0.500 3.786 0.07
H -0.354 -3.252 3.205 0.32
H -1.862 -5.209 3.117 0.37
H -2.987 -5.796 1.002 0.35
H -2.621 -4.416 -1.004 0.38
H -1.079 -2.482 -0.913 0.16
H 2.288 -3.177 -0.053 0.34
H 4.377 -4.450 0.266 0.39
H 5.602 -4.286 2.404 0.36
H 4.739 -2.829 4.191 0.39
H 2.688 -1.527 3.856 0.18
H -2.049 -0.225 1.509 0.38
H -3.366 1.244 2.998 0.38
H -2.318 2.212 5.009 0.36
H 0.052 1.760 5.498 0.38
H 1.379 0.347 3.967 0.23
C 2.006 0.852 -5.134 -1.19
S 2.197 0.275 -3.355 0.44
O 1.901 1.553 -2.668 -0.48
C 0.681 -0.707 -3.476 0.22
C -0.559 -0.184 -3.163 -0.40
C -1.665 -1.018 -3.184 -0.55
C -1.528 -2.356 -3.519 -0.43
C -0.278 -2.875 -3.818 -0.48
C 0.830 -2.050 -3.789 -0.48
H 1.100 1.445 -5.179 0.31
H 1.944 0.003 -5.805 0.39
H 2.859 1.472 -5.388 0.41
H -0.632 0.849 -2.850 0.61
H -2.632 -0.630 -2.901 0.42
H -2.393 -3.004 -3.509 0.43
H -0.165 -3.926 -4.044 0.37
H 1.823 -2.437 -3.959 0.42
O -0.234 5.636 -0.231 -0.41
C -1.553 5.619 -0.571 0.77
C -2.304 6.782 -0.657 -0.84
C -3.645 6.717 -0.997 -0.52
C -4.240 5.499 -1.262 -0.69
C -3.490 4.336 -1.188 -0.20
C -2.157 4.388 -0.830 0.07
C -1.263 3.186 -0.763 0.86
O -0.673 2.883 -1.819 -0.74
O -1.096 2.626 0.335 -0.64
H 0.061 6.551 -0.145 0.30
H -1.837 7.740 -0.456 0.29
H -4.225 7.628 -1.040 0.37
H -5.284 5.454 -1.531 0.38
H -3.934 3.376 -1.402 0.46

***

Record 3
66
Properties=species:S:1:pos:R:3:nbo_charge:R:1 method="wB97M-V/def2-TZVPD" smiles="N#Cc1ccc([C@H](C(c2ccccc2)=[N+]2CCCC2)[C@H](c2ccccc2)c2ccc(C(F)(F)F)cc2)cc1" e_lumo_ev=-5.02 homo_lumo_gap_ev=6.606 charge=+1 e_homo_ev=-11.627
N 5.985 1.783 3.313 -0.27
C 4.803 1.701 3.269 0.26
C 3.383 1.575 3.092 -0.18
C 2.608 0.663 3.818 -0.15
C 1.297 0.408 3.437 -0.25
C 0.796 0.936 2.226 0.05
C -0.385 0.427 1.498 -0.40
C -1.406 -0.261 2.353 0.48
N -2.659 0.265 2.500 -0.33
C -3.009 1.677 2.355 -0.23
C -4.505 1.799 2.730 -0.41
C -5.085 0.388 2.570 -0.42
C -3.885 -0.567 2.554 -0.23
C -1.038 -1.548 2.979 -0.10
C 0.112 -2.229 2.518 -0.14
C 0.329 -3.565 2.767 -0.22
C -0.506 -4.246 3.667 -0.12
C -1.555 -3.542 4.295 -0.22
C -1.732 -2.187 4.033 -0.16
C 1.435 2.121 1.773 -0.15
C 2.733 2.393 2.154 -0.18
H 3.046 0.095 4.656 0.24
H 0.675 -0.197 4.097 0.22
H -0.841 1.291 0.944 0.25
H -2.381 2.322 2.983 0.24
H -2.921 1.971 1.297 0.22
H -4.616 2.150 3.769 0.22
H -5.006 2.527 2.080 0.24
H -5.791 0.155 3.372 0.24
H -5.648 0.348 1.627 0.23
H -3.947 -1.218 1.666 0.23
H -3.911 -1.205 3.447 0.22
H 0.815 -1.681 1.910 0.22
H 1.155 -4.090 2.280 0.24
H -0.327 -5.309 3.842 0.24
H -2.211 -4.076 4.993 0.24
H -2.459 -1.637 4.622 0.22
H 0.927 2.836 1.109 0.22
H 3.318 3.188 1.645 0.25
F -5.198 -1.222 -3.531 -0.32
C -4.326 -2.214 -3.199 0.98
F -5.051 -3.238 -2.663 -0.32
F -3.792 -2.698 -4.374 -0.32
C -3.229 -1.717 -2.301 -0.15
C -2.402 -2.611 -1.626 -0.19
C -1.308 -2.130 -0.907 -0.15
C -0.993 -0.742 -0.890 -0.08
C 0.202 -0.187 -0.148 -0.06
C 1.168 0.622 -0.961 -0.14
C 2.545 0.582 -0.625 -0.16
C 3.429 1.597 -1.039 -0.22
C 2.990 2.573 -1.926 -0.19
C 1.713 2.488 -2.466 -0.23
C 0.845 1.444 -2.066 -0.13
C -1.887 0.127 -1.526 -0.23
C -2.987 -0.359 -2.228 -0.17
H -2.618 -3.687 -1.662 0.24
H -0.649 -2.847 -0.399 0.21
H 0.767 -1.038 0.252 0.20
H 2.921 -0.172 0.061 0.21
H 4.424 1.638 -0.634 0.23
H 3.649 3.399 -2.229 0.23
H 1.360 3.215 -3.205 0.23
H -0.105 1.343 -2.585 0.21
H -1.690 1.204 -1.529 0.22
H -3.663 0.336 -2.741 0.24

***

Record 4
76
Properties=species:S:1:pos:R:3:lowdin_spin:R:1 method="wB97M-V/def2-TZVPD" e_lumo_ev="-5.09 / -4.31" spin_multiplicity=2 homo_lumo_gap_ev="4.670 / 5.688" charge=+1 e_homo_ev="-9.758 / -10.001"
Re -0.149 -0.832 0.074 0.91
O -4.086 -0.624 -0.903 0.00
S -2.695 -0.842 -0.866 0.01
O -1.766 0.356 -0.887 0.01
O -2.149 -1.505 0.401 0.03
C -2.197 -1.804 -2.273 0.00
C -2.948 -2.950 -2.481 0.00
C -2.644 -3.778 -3.557 0.00
C -1.626 -3.444 -4.430 0.00
C -0.891 -2.278 -4.233 0.00
C -1.129 -1.455 -3.142 0.00
P -0.127 0.050 -2.979 -0.06
C 0.009 0.730 -4.616 -0.01
C -1.095 1.439 -5.120 0.00
C -1.013 2.046 -6.364 0.00
C 0.166 1.958 -7.102 0.00
C 1.259 1.266 -6.605 0.00
C 1.191 0.657 -5.359 0.00
C 1.594 -0.081 -2.183 0.01
C 2.360 -1.186 -2.917 0.00
C 3.638 -1.484 -2.702 0.00
C 4.525 -0.805 -1.737 0.00
C 4.449 0.469 -1.368 0.00
C 3.540 1.528 -1.894 0.00
H -3.776 -3.196 -1.824 0.00
H -3.228 -4.675 -3.725 0.00
H -1.404 -4.074 -5.284 0.00
H -0.132 -1.999 -4.956 0.00
H -2.016 1.514 -4.554 0.00
H -1.861 2.594 -6.758 0.00
H 0.236 2.445 -8.069 0.00
H 2.180 1.216 -7.174 0.00
H 2.066 0.149 -4.966 0.00
H 1.820 -1.826 -3.603 0.00
H 4.050 -2.337 -3.237 0.00
H 5.290 -1.425 -1.272 0.00
H 5.133 0.811 -0.596 0.00
H 3.756 2.526 -1.535 0.00
C -1.463 3.486 0.283 0.00
C -0.452 3.238 -0.794 0.00
N 0.361 2.212 -0.862 0.00
C 1.102 2.389 -2.022 0.00
C 0.715 3.525 -2.668 0.00
N -0.276 4.054 -1.853 0.00
C 1.079 4.112 -3.990 0.00
O 0.331 5.165 -4.446 0.00
O 1.965 3.704 -4.672 0.00
C 2.125 1.317 -2.303 0.00
O 3.132 1.532 -3.283 0.00
O 1.480 -0.324 -0.805 0.13
H -1.315 2.774 1.094 0.00
H -2.482 3.369 -0.092 0.00
H -1.363 4.490 0.697 0.00
H -0.761 4.927 -1.957 0.00
H -0.397 5.387 -3.856 0.00
C 5.544 -1.233 3.591 0.00
O 5.464 -2.417 2.782 0.00
C 4.345 -2.623 2.078 0.00
C 4.387 -3.782 1.260 0.00
C 3.318 -4.049 0.480 0.00
C 2.173 -3.195 0.463 0.00
C 1.097 -3.478 -0.385 0.00
C 0.991 -4.745 -1.169 0.00
O 0.111 -2.688 -0.584 0.00
C 2.143 -2.098 1.333 0.00
O 1.081 -1.322 1.464 -0.01
C 3.239 -1.807 2.145 0.00
H 6.558 -1.189 3.964 0.00
H 4.849 -1.299 4.429 0.00
H 5.332 -0.347 2.994 0.00
H 5.263 -4.419 1.289 0.00
H 3.336 -4.932 -0.147 0.00
H 1.876 -4.881 -1.795 0.00
H 0.105 -4.700 -1.799 0.00
H 0.925 -5.606 -0.498 0.00
H 3.173 -0.948 2.799 0.00

***

Record 5
79
Properties=species:S:1:pos:R:3:mulliken_charge:R:1 method="wB97M-V/def2-TZVPD" smiles="NP(O)c1c(CC(=O)Br)cc2c(c1P(O)I)C(=O)C(CCCS)=C(ON=O)C2=O.Fc1ccccc1.Fc1ccccc1.Fc1ccccc1" e_lumo_ev=-1.84 homo_lumo_gap_ev=6.409 e_homo_ev=-8.250
N 5.322 -0.322 1.806 -0.60
P 4.636 0.829 0.632 0.35
O 5.705 2.200 0.664 -0.50
C 2.920 1.350 1.249 0.27
C 2.697 1.901 2.710 0.70
C 3.912 2.094 3.735 -0.92
C 4.741 3.461 3.424 0.56
O 4.130 4.426 2.928 -0.46
Br 6.700 3.566 3.863 -0.18
C 1.244 2.274 3.185 -0.97
C 0.064 2.140 2.201 0.41
C 0.334 1.625 0.737 0.51
C 1.731 1.199 0.226 0.08
P 2.134 0.518 -1.498 0.15
O 0.783 -0.388 -2.118 -0.49
I 2.458 2.583 -2.863 -0.07
C -0.948 1.557 -0.243 -0.54
O -0.926 1.871 -1.451 -0.46
C -2.310 1.087 0.487 0.66
C -3.382 0.123 -0.213 -0.54
C -3.287 -1.333 0.497 -0.67
C -1.763 -1.863 0.616 -0.22
S -1.257 -1.631 2.410 -0.23
C -2.550 1.560 1.815 0.31
O -3.751 1.227 2.535 -0.20
N -4.732 2.150 2.243 0.02
O -5.751 1.539 2.099 -0.23
C -1.468 2.491 2.570 0.12
O -1.801 3.416 3.342 -0.54
H 4.551 -0.594 2.446 0.30
H 6.050 0.218 2.306 0.25
H 6.592 1.797 0.521 0.33
H 3.489 2.240 4.789 0.38
H 4.688 1.255 3.694 0.24
H 1.051 2.677 4.239 0.31
H 0.434 0.147 -2.882 0.34
H -3.246 0.047 -1.351 0.24
H -4.452 0.505 -0.001 0.06
H -3.809 -1.215 1.513 0.28
H -3.894 -2.127 -0.076 0.42
H -1.803 -3.005 0.450 0.34
H -1.040 -1.372 -0.118 0.11
H -0.178 -0.765 2.491 0.10
F 6.863 -3.285 2.866 -0.29
C 7.490 -3.740 1.769 0.11
C 7.287 -3.103 0.555 -0.16
C 7.942 -3.572 -0.580 -0.49
C 8.783 -4.679 -0.489 -0.41
C 8.976 -5.313 0.735 -0.40
C 8.330 -4.838 1.872 -0.40
H 6.622 -2.249 0.502 0.55
H 7.796 -3.077 -1.534 0.36
H 9.290 -5.046 -1.376 0.36
H 9.628 -6.177 0.804 0.36
H 8.475 -5.314 2.835 0.40
F -0.570 1.237 -4.301 -0.15
C -1.302 2.040 -5.092 0.28
C -0.718 2.603 -6.216 -0.45
C -1.477 3.430 -7.037 -0.42
C -2.807 3.693 -6.719 -0.50
C -3.381 3.125 -5.585 -0.51
C -2.626 2.289 -4.769 -0.20
H 0.321 2.394 -6.442 0.43
H -1.032 3.870 -7.923 0.36
H -3.397 4.342 -7.358 0.37
H -4.416 3.334 -5.336 0.37
H -3.058 1.832 -3.887 0.38
F -7.871 -1.493 -2.026 -0.31
C -7.979 -1.798 -0.723 0.30
C -7.515 -0.900 0.226 -0.33
C -7.631 -1.213 1.576 -0.24
C -8.200 -2.425 1.962 -0.59
C -8.657 -3.321 0.999 -0.32
C -8.551 -3.004 -0.351 -0.45
H -7.068 0.035 -0.093 0.42
H -7.279 -0.514 2.327 0.38
H -8.286 -2.670 3.015 0.38
H -9.096 -4.266 1.301 0.36
H -8.910 -3.685 -1.113 0.42

***

Record 6
68
Properties=species:S:1:pos:R:3:nbo_charge:R:1 method="wB97M-V/def2-TZVPD" smiles="O=[N+]([O-])c1ccc([C@H](C(c2ccccc2)=[N+]2CCCC2)[C@@H](/C=C/c2ccc(Cl)cc2)c2ccc(Cl)cc2)cc1" e_lumo_ev=-4.83 homo_lumo_gap_ev=6.059 charge=+1 e_homo_ev=-10.888
Cl -6.504 1.305 2.992 0.05
C -5.008 0.491 3.124 -0.04
C -4.983 -0.914 3.092 -0.24
C -3.764 -1.577 3.187 -0.13
C -2.555 -0.862 3.320 -0.12
C -1.303 -1.605 3.388 -0.18
C -0.109 -1.078 3.721 -0.20
C 1.205 -1.808 3.501 -0.22
C 2.296 -0.842 2.986 -0.05
C 3.146 -1.258 1.955 -0.19
C 4.301 -0.536 1.661 -0.22
C 4.552 0.659 2.349 -0.04
Cl 6.044 1.474 2.112 0.05
C 3.606 1.170 3.243 -0.24
C 2.473 0.412 3.564 -0.16
C -2.598 0.551 3.356 -0.18
C -3.817 1.225 3.256 -0.21
H -5.910 -1.474 2.987 0.24
H -3.722 -2.669 3.155 0.20
H -1.359 -2.674 3.150 0.20
H -0.064 -0.064 4.129 0.20
H 1.021 -2.475 2.658 0.22
H 2.942 -2.191 1.425 0.22
H 5.020 -0.923 0.946 0.25
H 3.776 2.137 3.705 0.24
H 1.754 0.801 4.289 0.21
H -1.670 1.119 3.442 0.22
H -3.859 2.311 3.268 0.24
O 6.473 -3.429 1.495 -0.37
N 5.870 -4.430 1.947 0.49
O 5.752 -5.506 1.327 -0.36
C 5.228 -4.295 3.209 0.03
C 4.239 -5.222 3.566 -0.16
C 3.123 -4.741 4.246 -0.26
C 2.986 -3.364 4.480 0.11
C 1.636 -2.645 4.677 -0.37
C 0.526 -3.629 5.070 0.55
N -0.088 -3.439 6.241 -0.34
C 0.589 -2.795 7.387 -0.23
C -0.433 -2.826 8.527 -0.42
C -1.796 -3.142 7.896 -0.41
C -1.532 -3.645 6.472 -0.23
C 0.086 -4.673 4.169 -0.14
C 0.432 -4.732 2.787 -0.14
C -0.268 -5.562 1.912 -0.22
C -1.185 -6.491 2.411 -0.12
C -1.334 -6.632 3.796 -0.23
C -0.652 -5.784 4.663 -0.15
C 4.174 -2.595 4.505 -0.22
C 5.303 -3.042 3.850 -0.16
H 4.321 -6.248 3.219 0.26
H 2.349 -5.453 4.530 0.22
H 1.794 -1.937 5.501 0.25
H 1.518 -3.328 7.641 0.23
H 0.847 -1.749 7.158 0.22
H -0.149 -3.603 9.245 0.23
H -0.448 -1.869 9.053 0.24
H -2.331 -3.908 8.465 0.23
H -2.430 -2.251 7.855 0.23
H -2.135 -3.119 5.715 0.24
H -1.810 -4.702 6.419 0.22
H 1.288 -4.175 2.402 0.23
H -0.072 -5.492 0.841 0.24
H -1.749 -7.126 1.724 0.24
H -1.976 -7.415 4.206 0.24
H -0.662 -5.987 5.738 0.22
H 4.177 -1.600 4.958 0.24
H 6.190 -2.426 3.717 0.27

***

In order of appearance, max |F| = 0.7, 2.3, 4.1, 2.2, 5.4, 3.4 eV/Å.
In order of appearance, DFT total energy = -5366.2767, -5025.6859, -1683.1109, -2953.7069, -6162.9754, -2454.8950 a.u..